# 1
A structure of composition C33H22Br3IN4O5SeTc at a distorted geometry. Source: the Open Molecules 2025 dataset; level of theory: ωB97M-V with the def2-TZVPD basis set.

The geometry in XYZ format:
```
70
C33H22Br3IN4O5SeTc (ωB97M-V with the def2-TZVPD basis set)
Tc 1.3363 -0.3893 0.2347
O 2.4788 0.3738 -4.0679
C 1.6119 1.3982 -4.2671
C 1.7460 2.1239 -5.4445
C 0.8992 3.1844 -5.7147
C -0.0900 3.5378 -4.8073
C -0.2314 2.8051 -3.6381
C 0.6016 1.7302 -3.3517
C 0.3751 0.8181 -2.1622
O 1.5774 0.4030 -1.5748
N -0.4567 1.4566 -1.1288
N -0.1505 1.2119 0.1699
C -0.9624 1.5866 1.0858
C -0.6980 1.6572 2.5191
Br 0.8911 2.5668 3.0584
C -1.5914 1.3477 3.4558
C -2.9098 0.7497 3.1882
C -3.9913 1.1585 3.9770
C -5.2786 0.7394 3.6803
C -5.4992 -0.1299 2.6167
C -4.4266 -0.5883 1.8647
C -3.1382 -0.1506 2.1438
H 2.3817 0.0586 -3.1541
H 2.5236 1.8286 -6.1399
H 1.0147 3.7411 -6.6371
H -0.7588 4.3634 -5.0148
H -1.0037 3.0977 -2.9363
H -0.1626 -0.0594 -2.5228
H -1.4137 1.6780 -1.3463
H -1.9514 1.9318 0.7844
H -1.3722 1.6093 4.4851
H -3.8140 1.8287 4.8120
H -6.1112 1.0898 4.2788
H -6.5053 -0.4629 2.3863
H -4.5920 -1.2945 1.0596
H -2.2965 -0.5455 1.5807
Br 0.1782 -1.7989 4.9800
C 1.7263 -0.9307 4.3580
C 2.7603 -0.5936 5.2517
C 3.8574 0.0980 4.8256
Br 5.2455 0.4795 6.0542
C 3.9565 0.5340 3.4839
C 4.9524 1.3839 2.9529
C 4.8684 1.8052 1.6528
C 3.8157 1.3617 0.8456
N 2.8936 0.5431 1.3054
C 2.9344 0.1351 2.6091
C 1.8088 -0.6241 3.0210
O 0.8885 -0.9147 2.1156
H 2.6733 -0.8794 6.2907
H 5.7591 1.7179 3.5920
H 5.6012 2.4813 1.2353
H 3.7193 1.6686 -0.1899
I -4.1604 -4.0134 -5.7134
C -2.9239 -3.5568 -4.0868
C -3.2863 -2.5340 -3.2242
C -2.4568 -2.2294 -2.1530
C -1.2960 -2.9602 -1.9336
C -0.9518 -3.9880 -2.8020
C -1.7581 -4.2836 -3.8924
C -0.3972 -2.6746 -0.7649
O 0.1072 -3.5720 -0.1388
O -0.2627 -1.3666 -0.5371
H -4.2041 -1.9826 -3.3828
H -2.7193 -1.4241 -1.4751
H -0.0438 -4.5511 -2.6180
H -1.4796 -5.0737 -4.5767
Se 4.3059 -4.1306 -0.3826
C 3.2750 -2.7656 -0.1691
N 2.5814 -1.8160 -0.0063
```

Properties
Total charge   0
2S+1   4
Orbital gap (spin up / spin down)   7.301 / 6.134 eV
Highest occupied orbital energy (spin up / spin down)   -8.2468 / -8.3347 eV
ΔE to the lowest compared entry with this formula, charge and spin   6.8 kcal per mole
LUMO level (spin up / spin down)   -0.95 / -2.20 eV

Mulliken atomic charges, in units of e: atom 1 (Tc): -0.383, atom 2 (O): -0.732, atom 3 (C): 0.265, atom 4 (C): -0.610, atom 5 (C): -0.367, atom 6 (C): -0.908, atom 7 (C): -0.359, atom 8 (C): 0.191, atom 9 (C): 1.050, atom 10 (O): -0.414, atom 11 (N): -0.253, atom 12 (N): 0.485, atom 13 (C): -0.570, atom 14 (C): -0.051, atom 15 (Br): -0.107, atom 16 (C): -0.564, atom 17 (C): 0.262, atom 18 (C): -0.532, atom 19 (C): -0.561, atom 20 (C): -0.446, atom 21 (C): -0.757, atom 22 (C): -0.147, atom 23 (H): 0.332, atom 24 (H): 0.446, atom 25 (H): 0.380, atom 26 (H): 0.404, atom 27 (H): 0.333, atom 28 (H): 0.013, atom 29 (H): 0.447, atom 30 (H): 0.585, atom 31 (H): 0.458, atom 32 (H): 0.413, atom 33 (H): 0.378, atom 34 (H): 0.390, atom 35 (H): 0.464, atom 36 (H): 0.692, atom 37 (Br): -0.133, atom 38 (C): -0.137, atom 39 (C): -0.398, atom 40 (C): -0.113, atom 41 (Br): -0.218, atom 42 (C): 0.497, atom 43 (C): -0.563, atom 44 (C): -1.119, atom 45 (C): -0.382, atom 46 (N): 0.528, atom 47 (C): 0.100, atom 48 (C): 0.908, atom 49 (O): -0.698, atom 50 (H): 0.449, atom 51 (H): 0.352, atom 52 (H): 0.444, atom 53 (H): 0.613, atom 54 (I): 0.080, atom 55 (C): -0.035, atom 56 (C): -0.633, atom 57 (C): 0.051, atom 58 (C): 0.218, atom 59 (C): -0.615, atom 60 (C): -0.553, atom 61 (C): -0.139, atom 62 (O): -0.539, atom 63 (O): 0.404, atom 64 (H): 0.385, atom 65 (H): 0.471, atom 66 (H): 0.469, atom 67 (H): 0.372, atom 68 (Se): -0.094, atom 69 (C): 0.512, atom 70 (N): -0.711

---

# 2
A structure of composition C5H13BrCl2HfNO12 at a distorted geometry. Source: the Open Molecules 2025 dataset; level of theory: ωB97M-V with the def2-TZVPD basis set.

The geometry in XYZ format:
```
35
C5H13BrCl2HfNO12 (ωB97M-V with the def2-TZVPD basis set)
Hf 0.4800 -0.2638 0.5271
Cl -3.1786 1.7232 0.3028
O -3.5634 1.0846 -0.8909
O -1.9641 1.0493 0.6962
O -2.7877 3.0474 -0.0357
O -4.0926 1.5579 1.3506
Cl -2.0848 -2.8203 0.7607
O -1.7479 -2.1080 -0.4385
O -3.4829 -3.0148 0.9008
O -1.3774 -4.0890 0.8139
O -1.3935 -1.9740 1.7403
C 1.1735 1.5891 4.9881
C 1.3188 0.3993 4.0427
O 0.6257 0.4464 2.7890
H 0.1801 1.7655 5.4004
H 1.6758 2.4954 4.6500
H 1.8137 1.4385 5.8573
H 1.0591 -0.5213 4.5655
H 2.3572 0.2160 3.7668
C 3.2953 -1.9878 -2.4982
C 1.8223 -1.8853 -2.6047
O 1.1527 -1.4903 -1.4101
H 3.6058 -2.8450 -1.9009
H 3.7162 -1.0535 -2.1265
H 3.7377 -2.2391 -3.4622
H 1.5242 -2.8616 -2.9868
H 1.7170 -1.0750 -3.3260
Br 1.9353 2.0039 -0.4505
C -1.0759 2.2664 -3.1347
N -1.1039 0.7961 -2.8040
O -0.7045 0.4671 -1.6646
O -1.3624 -0.0305 -3.6853
H -0.8301 2.3887 -4.1896
H -0.3728 2.8190 -2.5115
H -2.0682 2.7056 -3.0316
```

Properties
Total charge   -1
Orbital gap   7.472 eV
Highest occupied orbital energy   -6.9744 eV
LUMO level   0.50 eV

Mulliken atomic charges, in units of e: atom 1 (Hf): 1.503, atom 2 (Cl): 1.688, atom 3 (O): -0.659, atom 4 (O): -0.667, atom 5 (O): -0.669, atom 6 (O): -0.621, atom 7 (Cl): 1.830, atom 8 (O): -0.615, atom 9 (O): -0.588, atom 10 (O): -0.648, atom 11 (O): -0.743, atom 12 (C): -1.115, atom 13 (C): -0.295, atom 14 (O): -0.670, atom 15 (H): 0.297, atom 16 (H): 0.303, atom 17 (H): 0.380, atom 18 (H): 0.299, atom 19 (H): 0.252, atom 20 (C): -1.190, atom 21 (C): -0.150, atom 22 (O): -0.437, atom 23 (H): 0.287, atom 24 (H): 0.287, atom 25 (H): 0.367, atom 26 (H): 0.258, atom 27 (H): 0.173, atom 28 (Br): -0.483, atom 29 (C): -0.803, atom 30 (N): 0.623, atom 31 (O): 0.410, atom 32 (O): -0.486, atom 33 (H): 0.319, atom 34 (H): 0.247, atom 35 (H): 0.312

---

> What is the total charge in the second record?

-1